[1]
111
Properties=species:S:1:pos:R:3 method="wB97M-V/def2-TZVPD" spin_multiplicity=1
Ta -1.353 -0.367 0.246
O 1.530 2.032 4.205
C 0.225 2.303 4.478
C -0.200 2.667 5.748
C -1.542 2.914 5.986
C -2.461 2.833 4.953
C -2.038 2.481 3.681
C -0.705 2.200 3.436
C -0.188 1.702 2.109
O -1.131 1.214 1.232
N 0.582 2.746 1.435
N 0.766 2.494 0.175
C 1.313 3.234 -0.710
C 1.267 2.731 -2.055
Br -0.141 1.328 -2.227
C 1.971 3.126 -3.128
C 3.113 4.030 -3.093
C 3.402 4.823 -4.208
C 4.492 5.672 -4.214
C 5.335 5.736 -3.115
C 5.080 4.933 -2.014
C 3.985 4.090 -2.002
H 2.033 1.982 5.028
H 0.529 2.743 6.544
H -1.865 3.155 6.987
H -3.504 3.038 5.136
H -2.741 2.400 2.866
H 0.530 0.887 2.346
H 0.756 3.646 1.876
H 1.731 4.222 -0.532
H 1.687 2.760 -4.105
H 2.757 4.775 -5.072
H 4.686 6.292 -5.077
H 6.188 6.400 -3.118
H 5.741 4.966 -1.159
H 3.823 3.438 -1.158
C -5.056 0.713 -4.333
C -4.031 1.484 -3.504
C -3.409 2.632 -4.301
C -4.651 1.992 -2.205
O -2.921 0.611 -3.223
P -3.032 -0.525 -2.115
O -4.184 -1.418 -2.208
O -2.773 0.204 -0.778
O -1.596 -1.260 -2.285
C -1.337 -2.287 -3.293
C -2.157 -2.025 -4.549
C 0.164 -2.186 -3.584
C -1.702 -3.645 -2.698
H -5.935 1.323 -4.515
H -5.352 -0.179 -3.787
H -4.617 0.416 -5.283
H -4.164 3.372 -4.548
H -2.973 2.240 -5.215
H -2.615 3.100 -3.723
H -5.429 2.720 -2.420
H -3.886 2.453 -1.579
H -5.082 1.155 -1.657
H -1.979 -1.016 -4.908
H -3.214 -2.143 -4.326
H -1.877 -2.734 -5.324
H 0.382 -1.226 -4.045
H 0.478 -2.980 -4.255
H 0.721 -2.274 -2.654
H -2.760 -3.650 -2.445
H -1.114 -3.828 -1.800
H -1.504 -4.436 -3.418
C 2.365 -0.366 -0.339
C 1.511 -1.496 0.219
O 0.188 -1.184 0.013
C 1.833 -2.900 -0.215
C 0.938 -3.901 0.159
C 1.159 -5.216 -0.194
C 2.292 -5.557 -0.915
C 3.191 -4.572 -1.283
C 2.968 -3.249 -0.937
H 1.970 0.569 0.060
H 2.284 -0.344 -1.426
H 3.407 -0.467 -0.055
H 0.061 -3.635 0.734
H 0.449 -5.971 0.106
H 2.471 -6.586 -1.186
H 4.078 -4.832 -1.842
H 3.676 -2.499 -1.252
Se 1.612 -1.476 2.268
C 3.417 -2.074 2.776
C 4.603 -1.850 2.089
C 5.809 -2.293 2.605
C 5.852 -2.962 3.814
C 4.678 -3.168 4.520
C 3.474 -2.728 4.009
H 4.614 -1.326 1.148
H 6.720 -2.095 2.058
H 6.795 -3.312 4.205
H 4.706 -3.674 5.474
H 2.550 -2.884 4.549
S -2.635 -2.537 0.355
C -4.203 -2.008 0.475
N -5.291 -1.686 0.658
F -4.932 -1.328 6.139
C -3.977 -1.251 5.204
C -2.736 -1.847 5.417
F -2.509 -2.497 6.563
C -1.741 -1.762 4.460
F -0.540 -2.311 4.699
C -1.945 -1.098 3.232
O -1.035 -1.072 2.313
C -3.201 -0.491 3.073
F -3.402 0.201 1.905
C -4.205 -0.556 4.022
F -5.367 0.060 3.816



[2]
62
Properties=species:S:1:pos:R:3 method="wB97M-V/def2-TZVPD" spin_multiplicity=1 total_charge=-1
C -0.819 -2.685 -1.804
Ga 0.627 -3.253 -3.100
I 2.870 -1.866 -2.757
H -1.717 -2.322 -2.306
H -1.121 -3.586 -1.262
H -0.509 -1.974 -1.036
H 0.174 -2.948 -4.585
H 1.006 -4.783 -2.879
O -0.030 0.431 0.321
H 0.519 0.226 -0.444
H -0.445 1.283 0.119
O 0.562 0.765 3.063
H 0.247 -0.069 3.429
H 0.346 0.715 2.113
O -1.548 -3.588 -6.377
H -2.231 -4.189 -6.693
H -1.638 -2.804 -6.928
O -1.403 2.616 3.976
H -1.801 2.224 4.758
H -0.566 2.139 3.852
O 6.060 -1.443 -0.890
H 5.376 -2.041 -1.219
H 5.961 -0.665 -1.448
O -2.558 4.586 1.989
H -1.904 3.912 2.207
H -2.795 4.969 2.840
O -0.431 -6.320 -1.049
H -0.732 -7.196 -1.306
H 0.524 -6.393 -0.947
O -3.255 -4.687 -3.045
H -2.615 -5.390 -2.889
H -2.760 -4.064 -3.590
O 0.100 5.050 5.212
H -0.315 4.239 4.889
H 1.028 4.804 5.268
O -1.961 2.575 -0.281
H -2.413 3.338 0.099
H -1.977 2.742 -1.231
O 1.777 2.598 4.944
H 1.369 1.802 4.574
H 2.713 2.384 4.987
O 1.399 -0.869 5.200
H 1.073 -1.282 6.005
H 2.254 -1.282 5.039
O 3.859 -5.021 -5.116
H 3.809 -4.302 -4.474
H 3.721 -4.582 -5.960
O -5.453 5.894 2.124
H -5.848 5.527 2.919
H -4.639 5.390 2.042
O 4.347 1.488 -4.044
H 4.033 0.642 -3.697
H 4.164 1.430 -4.986
O -2.248 4.506 -2.471
H -2.226 5.227 -1.833
H -2.271 4.937 -3.329
O 4.269 -4.664 -0.699
H 4.812 -4.881 -1.463
H 3.889 -3.803 -0.923
O -4.374 4.951 4.687
H -3.742 4.241 4.846
H -4.540 5.323 5.559



[3]
19
Properties=species:S:1:pos:R:3 method="wB97M-V/def2-TZVPD" spin_multiplicity=1 smiles=N#Cc1cc2c(s1)CCNC2
N -5.200 -0.430 0.288
C -4.088 -0.030 -0.031
C -2.563 0.142 -0.087
C -1.665 -0.923 -0.326
C -0.236 -0.618 -0.127
C -0.182 0.807 -0.149
S -1.717 1.691 0.140
C 1.082 1.643 0.091
C 2.204 0.543 -0.306
N 2.197 -0.640 0.508
C 1.044 -1.460 0.113
H -2.076 -1.982 -0.614
H 1.248 2.155 1.162
H 1.205 2.346 -0.853
H 1.831 0.289 -1.356
H 3.165 1.285 -0.261
H 1.939 -0.532 1.491
H 0.839 -2.104 1.134
H 0.974 -2.181 -0.816



Number 1: electronic energy -8779.463178 Eh, HOMO-LUMO gap 7.6 eV, E_HOMO -7.916 eV. Number 2: electronic energy -3639.566897 Eh, HOMO-LUMO gap 7.2 eV, E_HOMO -5.524 eV. Number 3: electronic energy -817.202741 Eh, HOMO-LUMO gap 9.0 eV, E_HOMO -9.020 eV.